Entry 1:
DFT (the ωB97M-V functional and the def2-TZVPD basis) results for a 12-piece molecular cluster, H24O12 overall.

Its net charge is 0. Its maximum force is 0.9 eV/Å. The SMILES is O.O.O.O.O.O.O.O.O.O.O.O. Its HOMO-LUMO gap is 9.07 eV. The multiplicity is 1. Its relative energy (zero: lowest compared OMol25 entry of this formula, charge and spin) is 33.0 kcal/mol. The HOMO energy is -9.43 eV.

Atoms and positions in Å:
O1 3.632 0.582 1.371
H1 4.279 1.102 1.846
H2 3.158 1.219 0.836
O2 2.747 -1.560 -0.423
H3 3.044 -0.805 -0.930
H4 2.426 -1.187 0.398
O3 -1.567 -0.918 -2.154
H5 -0.671 -0.883 -1.817
H6 -1.486 -1.346 -3.006
O4 1.284 0.082 -3.103
H7 0.689 0.583 -2.545
H8 2.059 0.638 -3.188
O5 0.264 0.008 -0.135
H9 0.399 0.661 0.551
H10 -0.677 -0.167 -0.118
O6 2.509 2.428 -0.112
H11 1.708 2.525 0.403
H12 2.255 2.677 -1.000
O7 -0.105 2.712 1.217
H13 -1.023 2.440 1.240
H14 -0.136 3.667 1.280
O8 -1.520 0.370 3.537
H15 -1.523 0.497 4.486
H16 -0.760 0.865 3.231
O9 -2.437 -0.727 1.192
H17 -2.289 -0.304 2.038
H18 -3.385 -0.692 1.068
O10 -3.133 1.263 -1.182
H19 -2.401 0.650 -1.248
H20 -3.703 1.036 -1.917
O11 -1.717 -3.221 0.420
H21 -2.197 -3.334 -0.401
H22 -1.947 -2.339 0.713
O12 0.661 -2.992 -1.199
H23 1.421 -2.467 -0.949
H24 0.142 -3.061 -0.398

=====

Entry 2:
DFT (the ωB97M-V functional and the def2-TZVPD basis) results for a 12-piece molecular cluster, H24O12 overall in a non-equilibrium geometry.

Its net charge is 0. Its maximum force is 6.3 eV/Å. The SMILES is O.O.O.O.O.O.O.O.O.O.O.O. Its HOMO-LUMO gap is 10.52 eV. The multiplicity is 1. Its relative energy (zero: lowest compared OMol25 entry of this formula, charge and spin) is 126.0 kcal/mol. The HOMO energy is -10.66 eV.

Atoms and positions in Å:
H1 0.281 -0.895 1.083
H2 0.411 0.487 0.343
H3 -0.870 0.542 -1.711
H4 -0.438 -0.480 -2.719
H5 -0.134 -4.006 1.634
H6 -0.927 -3.084 0.685
H7 0.326 4.996 -0.925
H8 1.169 5.804 -0.005
H9 4.504 -0.916 -0.081
H10 3.160 -0.130 -0.122
H11 -5.131 0.193 1.364
H12 -3.968 1.046 0.982
H13 2.053 0.171 4.403
H14 1.751 -1.362 4.370
H15 -3.404 1.013 -1.324
H16 -2.327 0.082 -1.141
H17 1.725 -0.803 -3.853
H18 1.418 0.429 -3.036
H19 3.923 -2.185 -1.730
H20 3.620 -2.368 -0.177
H21 0.966 3.397 1.364
H22 0.942 1.994 0.827
H23 -3.501 -1.630 -0.207
H24 -4.934 -1.605 -0.972
O1 0.864 -0.179 0.819
O2 -1.286 0.048 -2.420
O3 -0.651 -4.017 0.835
O4 0.838 4.909 -0.105
O5 3.833 -0.617 0.477
O6 -4.568 0.879 1.764
O7 1.376 -0.501 4.167
O8 -2.495 0.959 -0.957
O9 1.223 -0.508 -3.085
O10 3.282 -2.595 -1.034
O11 1.372 2.872 0.653
O12 -4.403 -1.942 -0.166

=====

Entry 3:
DFT (the ωB97M-V functional and the def2-TZVPD basis) results for a 12-piece molecular cluster, H24O12 overall in a non-equilibrium geometry.

Its net charge is 0. Its maximum force is 2.4 eV/Å. The SMILES is O.O.O.O.O.O.O.O.O.O.O.O. Its HOMO-LUMO gap is 10.42 eV. The multiplicity is 1. Its relative energy (zero: lowest compared OMol25 entry of this formula, charge and spin) is 38.5 kcal/mol. The HOMO energy is -10.55 eV.

Atoms and positions in Å:
O1 2.471 0.458 1.419
H1 1.538 0.407 1.693
H2 2.823 -0.459 1.406
O2 0.247 -0.286 -0.803
H3 -0.049 0.581 -0.432
H4 0.807 -0.670 -0.058
O3 2.458 0.192 -2.504
H5 1.611 -0.048 -2.138
H6 2.720 -0.664 -2.758
O4 0.030 -2.863 -1.517
H7 -0.265 -1.975 -1.461
H8 0.948 -2.804 -1.345
O5 -0.091 0.198 2.632
H9 -0.722 -0.201 2.007
H10 -0.077 -0.352 3.425
O6 -0.037 2.377 -0.494
H11 0.708 2.482 -1.114
H12 0.300 2.817 0.302
O7 2.768 -2.325 -0.963
H13 2.676 -2.182 -0.020
H14 3.583 -2.852 -1.037
O8 -1.856 -1.232 1.320
H15 -1.905 -1.384 0.347
H16 -2.724 -1.425 1.591
O9 1.152 -2.128 1.210
H17 0.407 -2.706 1.053
H18 1.185 -2.084 2.147
O10 -2.508 2.105 1.357
H19 -2.149 2.956 1.362
H20 -2.391 1.720 0.486
O11 -2.447 0.779 -1.106
H21 -1.787 0.127 -1.358
H22 -3.185 0.632 -1.687
O12 -2.245 3.631 -1.329
H23 -2.501 4.132 -0.589
H24 -1.494 3.050 -1.044

=====

Entry 4:
DFT (the ωB97M-V functional and the def2-TZVPD basis) results for a 12-piece molecular cluster, H24O12 overall in a non-equilibrium geometry.

Its net charge is +1. Its maximum force is 3.2 eV/Å. Its HOMO-LUMO gap (alpha / beta) is 10.53 / 3.66 eV. The multiplicity is 2. Its relative energy (zero: lowest compared OMol25 entry of this formula, charge and spin) is 17.3 kcal/mol. The HOMO energy (alpha / beta) is -13.80 / -13.80 eV.

Atoms and positions in Å:
O1 -2.999 -0.096 0.167
H1 -2.974 -1.051 0.117
H2 -2.229 0.190 -0.326
O2 1.884 -2.630 2.388
H3 1.283 -3.374 2.397
H4 1.318 -1.863 2.472
O3 -0.188 0.356 -0.155
H5 0.258 0.665 -0.943
H6 0.473 -0.159 0.308
O4 0.579 2.842 -4.061
H7 0.640 2.365 -3.233
H8 -0.023 2.322 -4.594
O5 1.009 -2.626 -0.653
H9 0.685 -2.276 -1.483
H10 1.583 -1.941 -0.311
O6 -0.067 2.434 2.636
H11 -0.461 2.417 3.508
H12 0.313 1.562 2.527
O7 2.507 -0.614 0.562
H13 3.387 -0.397 0.255
H14 2.650 -1.139 1.350
O8 -2.037 1.826 -2.100
H15 -2.251 1.252 -2.835
H16 -2.827 2.350 -1.966
O9 1.351 1.035 -2.372
H17 2.035 0.656 -1.820
H18 1.159 0.355 -3.017
O10 -1.059 -3.183 1.114
H19 -0.437 -2.805 0.492
H20 -1.551 -3.825 0.602
O11 -0.114 -0.730 2.598
H21 -0.874 -1.053 2.114
H22 -0.392 -0.737 3.514
O12 -0.952 2.977 0.098
H23 -0.514 2.776 0.925
H24 -1.167 2.121 -0.274

=====

Entry 5:
DFT (the ωB97M-V functional and the def2-TZVPD basis) results for H24O12Xe as an isolated structure in a non-equilibrium geometry.

Its net charge is 0. Its maximum force is 1.6 eV/Å. Its HOMO-LUMO gap is 10.01 eV. The multiplicity is 1. Its relative energy (zero: lowest compared OMol25 entry of this formula, charge and spin) is 3.1 kcal/mol. The HOMO energy is -9.93 eV.

Atoms and positions in Å:
Xe1 -6.259 2.721 -13.468
O1 -5.100 0.897 -17.200
H1 -4.365 1.139 -17.762
H2 -5.549 1.724 -17.022
O2 -8.377 5.400 -13.021
H3 -8.352 4.761 -12.308
H4 -7.791 6.101 -12.736
O3 -5.398 5.747 -15.773
H5 -5.649 6.567 -16.199
H6 -6.151 5.170 -15.902
O4 -8.621 4.484 -15.596
H7 -9.270 3.813 -15.385
H8 -8.410 4.887 -14.753
O5 -6.826 3.369 -17.044
H9 -7.404 3.791 -16.408
H10 -7.047 3.780 -17.879
O6 -6.749 -0.895 -12.390
H11 -6.154 -0.849 -13.138
H12 -7.069 -1.797 -12.393
O7 -5.099 4.350 -10.230
H13 -4.566 3.727 -10.725
H14 -6.003 4.110 -10.439
O8 -7.830 3.951 -10.602
H15 -8.215 3.114 -10.341
H16 -8.108 4.565 -9.923
O9 -4.525 -0.397 -14.013
H17 -4.821 -0.150 -14.890
H18 -4.173 -1.281 -14.120
O10 -9.300 1.480 -10.618
H19 -9.015 1.122 -11.459
H20 -10.196 1.780 -10.776
O11 -3.953 1.933 -10.783
H21 -3.584 1.617 -11.608
H22 -4.616 1.283 -10.552
O12 -9.252 0.538 -13.464
H23 -9.891 -0.172 -13.400
H24 -8.404 0.094 -13.486

=====

Entry 6:
DFT (the ωB97M-V functional and the def2-TZVPD basis) results for H24O14V as an isolated structure in a non-equilibrium geometry.

Its net charge is +1. Its maximum force is 4.1 eV/Å. Its HOMO-LUMO gap is 9.33 eV. The multiplicity is 1. Its relative energy (zero: lowest compared OMol25 entry of this formula, charge and spin) is 0.0 kcal/mol. The HOMO energy is -13.27 eV.

Atoms and positions in Å:
O1 -0.225 0.681 0.546
V1 0.545 0.165 -0.761
O2 0.201 -1.388 -0.617
O3 -0.090 3.745 0.662
H1 -0.851 3.711 1.145
H2 0.559 3.374 1.284
O4 1.246 2.249 -1.164
H3 1.094 2.689 -2.011
H4 0.870 2.882 -0.525
O5 2.536 -0.070 -0.165
H5 2.839 -0.963 0.093
H6 3.135 0.538 0.203
O6 -1.150 -2.741 1.103
H7 -1.234 -2.596 0.188
H8 -1.656 -3.515 1.294
O7 -1.233 0.830 -1.750
H9 -1.567 0.325 -2.499
H10 -1.827 1.557 -1.830
O8 1.187 -0.304 -2.685
H11 1.070 0.149 -3.580
H12 1.421 -1.228 -2.766
O9 -0.993 1.700 3.331
H13 -1.006 0.857 2.851
H14 -1.523 2.296 2.783
O10 1.563 2.135 1.890
H15 1.858 2.389 2.739
H16 0.876 1.563 2.204
O11 0.063 -0.764 2.739
H17 0.954 -1.074 2.767
H18 -0.523 -1.424 2.251
O12 -1.773 -2.765 -1.818
H19 -2.310 -3.564 -2.028
H20 -1.546 -2.442 -2.668
O13 1.531 -2.958 -2.329
H21 1.070 -2.759 -1.538
H22 2.194 -3.582 -2.281
O14 -2.644 0.277 1.245
H23 -2.950 -0.331 0.559
H24 -1.730 0.354 1.153